# 1
Here is a single C6H10Si molecule in a non-equilibrium geometry from OMol25. Energies are from ωB97M-V/def2-TZVPD.

Each line ends with the Löwdin charge.
Element x y z (Å)
1 C 4.066582 -0.594455 1.273809  0.001
2 C 3.251495 0.050373 0.461082  -0.201
3 C 1.829423 -0.257785 0.362860  -0.107
4 C 0.628468 -0.422242 0.240951  -0.158
5 Si -1.146119 -0.776496 -0.169403  0.594
6 C -2.366204 0.502008 0.627963  -0.208
7 C -1.034573 -0.206751 -1.966923  -0.212
8 H 5.145916 -0.475421 1.140208  0.064
9 H 3.768646 -1.503250 1.748003  0.055
10 H 3.567079 0.993812 0.115948  0.080
11 H -0.907464 -2.205498 0.261139  -0.010
12 H -2.220540 1.478881 0.157052  0.029
13 H -3.382593 0.332915 0.280406  0.012
14 H -2.457979 0.577072 1.702646  0.015
15 H -1.660757 0.655538 -2.107252  0.018
16 H -0.125258 0.053644 -2.379821  -0.002
17 H -1.423950 -1.009452 -2.617066  0.030

Cartesian forces (eV/Å) of the 6 atoms listed first:
1.3 -1.2 -1.1
-2.0 -0.2 1.3
0.0 0.4 -0.1
0.9 0.5 0.6
1.8 1.5 0.4
-0.3 -0.8 -0.7

- ΔE to the lowest compared entry with this formula, charge and spin (kcal per mole) = 15.7
- HOMO level (Ha) = -0.3267
- 2S+1 = 1
- molecular weight (g/mol) = 110.23
- frontier orbital gap (Ha) = 0.3559
- LUMO level (eV) = 0.796
- SMILES = C=CC#C[SiH](C)C

=====

# 2
Here is a single C4H3Cl2N molecule in a non-equilibrium geometry from OMol25. Energies are from ωB97M-V/def2-TZVPD.

Each line ends with the Löwdin charge.
Element x y z (Å)
1 C -1.955767 -0.286397 0.039058  0.044
2 C -0.738765 -0.657542 -0.037471  -0.260
3 N 0.272507 -1.336241 -0.160553  0.129
4 C 1.410787 -0.543709 0.015325  -0.870
5 Cl 2.992183 -1.038692 0.075461  0.760
6 C 1.059257 0.720521 0.027535  -0.637
7 Cl 2.032159 2.128486 -0.041053  0.632
8 H -2.658856 -0.366959 0.807665  0.058
9 H -2.392891 0.390033 -0.661070  0.073
10 H -0.020617 0.990497 -0.064899  0.072

Cartesian forces (eV/Å) of the 6 atoms listed first:
-1.4 1.4 -0.6
-1.4 -3.8 0.2
0.3 -0.8 -0.3
-0.5 1.6 0.3
0.9 -1.1 0.0
0.1 3.0 -0.5

- ΔE to the lowest compared entry with this formula, charge and spin (kcal per mole) = 80.0
- HOMO level (Ha) = -0.3315
- 2S+1 = 1
- molecular weight (g/mol) = 135.98
- frontier orbital gap (Ha) = 0.3363
- LUMO level (eV) = 0.130
- SMILES = C=C=N/C(Cl)=C/Cl

=====

# 3
Here is 2 unconnected molecules or ions with the total composition C4H11IN3 in a non-equilibrium geometry from OMol25. Energies are from ωB97M-V/def2-TZVPD.

Each line ends with the Löwdin charge.
Element x y z (Å)
1 C -0.582653 0.455727 1.026041  -0.082
2 C -1.510471 0.359361 0.100894  -0.264
3 C 2.177870 -1.115027 0.260309  -0.568
4 C -0.880579 2.386198 -0.954652  -0.067
5 N 1.303052 -3.086615 -0.779462  0.095
6 N 1.624850 -1.720540 -0.747722  -0.094
7 N -1.784548 1.217793 -0.923096  -0.057
8 I 3.121999 0.735360 0.103377  1.016
9 H 0.033376 1.302432 1.145749  0.006
10 H -0.639656 -0.129591 1.927126  0.052
11 H -2.151800 -0.535787 0.099866  0.122
12 H -1.027801 3.055771 -0.097064  0.099
13 H 0.020920 1.824062 -0.941403  0.031
14 H -1.092699 2.930774 -1.874438  0.092
15 H 0.936404 -3.473428 -1.634155  0.117
16 H 0.903261 -3.364717 0.148994  0.144
17 H 1.616443 -1.275685 -1.734342  0.208
18 H 2.377003 -1.742549 1.098751  0.074
19 H -2.609760 1.213766 -1.367877  0.077

Cartesian forces (eV/Å) of the 6 atoms listed first:
0.8 0.0 1.5
-2.4 -1.3 -1.4
0.0 -0.1 -2.0
-2.2 -0.7 -0.6
0.3 0.8 2.6
0.7 0.3 -2.2

- net charge = +1
- ΔE to the lowest compared entry with this formula, charge and spin (kcal per mole) = 74.4
- HOMO level (Ha) = -0.4146
- 2S+1 = 1
- molecular weight (g/mol) = 228.06
- frontier orbital gap (Ha) = 0.2375
- LUMO level (eV) = -4.819

=====

# 4
Here is a single C4H8O2 molecule from OMol25. Energies are from ωB97M-V/def2-TZVPD.

Each line ends with the Löwdin charge.
Element x y z (Å)
1 C 0.045399 -1.237351 1.284298  -0.038
2 C 0.273357 0.225733 0.917669  -0.546
3 O 1.474967 0.453511 0.279039  -0.168
4 C -0.598443 0.733588 -0.176629  0.122
5 C -0.476435 0.220930 -1.545648  -0.197
6 O 0.443491 1.290269 -1.747471  -0.030
7 H 0.092063 -1.873548 0.394960  0.074
8 H -0.909625 -1.398989 1.798078  0.079
9 H 0.860715 -1.537976 1.949465  0.086
10 H 0.127739 0.847478 1.820181  0.138
11 H -1.153724 1.665044 -0.091819  0.143
12 H -1.345900 0.342711 -2.191988  0.131
13 H -0.025851 -0.769391 -1.637209  0.129
14 H 1.192246 1.037991 -1.052925  0.075

Cartesian forces (eV/Å) of the 6 atoms listed first:
0.0 -0.1 0.0
-0.3 0.0 0.1
0.2 0.1 -0.1
0.1 0.1 -0.1
-0.2 -0.2 0.0
0.1 0.0 0.0

- ΔE to the lowest compared entry with this formula, charge and spin (kcal per mole) = 103.7
- HOMO level (Ha) = -0.3317
- 2S+1 = 1
- molecular weight (g/mol) = 88.11
- frontier orbital gap (Ha) = 0.3017
- LUMO level (eV) = -0.815

=====

# 5
Here is a molecular structure, C18H11F6MgN4O10S2 in a non-equilibrium geometry from OMol25. Energies are from ωB97M-V/def2-TZVPD.

Each line ends with the Löwdin charge.
Element x y z (Å)
1 Mg -0.175978 -0.897154 0.160250  0.594
2 O 2.902693 -0.506323 2.690245  0.024
3 C 2.119848 -0.531330 1.741464  -0.600
4 O 1.225106 -1.393284 1.488121  -0.068
5 C 2.124694 0.689317 0.810021  -0.140
6 C 3.160889 1.641718 0.892756  0.014
7 C 3.140628 2.701851 0.040148  0.000
8 C 2.089308 2.834160 -0.896418  -0.152
9 C 2.006255 3.916053 -1.804463  -0.047
10 C 0.962424 4.000268 -2.678492  -0.084
11 C -0.042208 3.005618 -2.684303  -0.055
12 C 0.012913 1.945469 -1.826668  0.017
13 C 1.084957 1.842726 -0.907837  -0.163
14 N 1.132153 0.781621 -0.043781  0.135
15 H 3.938423 1.492317 1.626674  0.115
16 H 3.925699 3.449745 0.063529  0.114
17 H 2.780554 4.674071 -1.792741  0.107
18 H 0.898791 4.830735 -3.370047  0.098
19 H -0.873596 3.088663 -3.371334  0.108
20 H -0.759851 1.188279 -1.817422  0.099
21 C -0.077663 -0.956967 4.038944  0.016
22 C -1.049002 -0.199865 3.206255  -0.305
23 N -1.194626 -0.255491 1.905755  0.129
24 C -2.221645 0.586651 1.562009  -0.088
25 C -2.722206 1.175949 2.684830  -0.087
26 N -1.946416 0.676201 3.726677  0.160
27 C -3.792665 2.166959 2.939899  -0.454
28 O -3.390518 3.195038 3.750268  0.096
29 O -4.925222 2.093159 2.581730  0.154
30 C -2.479834 0.747201 0.087947  -0.598
31 O -3.164217 1.670924 -0.327078  0.063
32 O -1.857533 -0.155350 -0.566096  -0.085
33 H -0.052438 -1.995691 3.716822  0.097
34 H -0.356136 -0.903284 5.091732  0.080
35 H 0.936849 -0.578985 3.908342  0.068
36 H -2.118837 0.818589 4.707633  0.164
37 H -2.425558 3.233764 3.761088  0.107
38 F -1.704089 -5.103231 -2.970753  0.135
39 C -1.857676 -4.178479 -2.020765  -0.679
40 F -2.004939 -2.993441 -2.597114  0.151
41 F -2.963281 -4.463822 -1.330241  0.141
42 S -0.411785 -4.177746 -0.880750  0.630
43 O -0.668225 -3.037131 -0.016480  -0.307
44 O -0.403382 -5.475785 -0.294936  -0.250
45 N 0.835338 -3.987230 -1.835958  -0.273
46 S 1.456612 -2.566149 -2.155407  0.638
47 O 0.587273 -1.453066 -1.790974  -0.317
48 O 2.846508 -2.496315 -1.844154  -0.243
49 C 1.375043 -2.546254 -3.994016  -0.681
50 F 0.130170 -2.709506 -4.428343  0.144
51 F 2.136210 -3.512950 -4.502764  0.140
52 F 1.830188 -1.372210 -4.433804  0.140

Cartesian forces (eV/Å) of the 6 atoms listed first:
-0.1 -1.0 -0.3
0.1 -0.1 0.0
-0.3 0.2 0.2
0.7 -0.1 -0.3
0.1 -0.2 -0.1
0.0 0.1 0.0

- net charge = -1
- ΔE to the lowest compared entry with this formula, charge and spin (kcal per mole) = 33.1
- HOMO level (Ha) = -0.2509
- 2S+1 = 1
- molecular weight (g/mol) = 645.73
- frontier orbital gap (Ha) = 0.3284
- LUMO level (eV) = 2.110

=====

# 6
Here is a single C4H5N3O molecule in a non-equilibrium geometry from OMol25. Energies are from ωB97M-V/def2-TZVPD.

Each line ends with the Löwdin charge.
Element x y z (Å)
1 H -1.664695 -1.157648 0.772638  0.040
2 N -2.263645 -1.209499 -0.113981  0.071
3 C -1.955517 -0.422964 -1.065168  -0.300
4 N -0.888600 0.481341 -1.115486  0.054
5 C 0.124146 0.381584 -0.191095  -0.306
6 C 0.109007 -0.048541 1.083240  -0.062
7 O 1.420344 -0.065537 1.500560  0.025
8 C 2.127147 0.392220 0.484982  -0.221
9 N 1.486318 0.614152 -0.642565  0.155
10 H -2.542307 -0.432286 -2.054185  0.133
11 H -0.676343 0.931087 -2.014498  0.147
12 H -0.494510 -0.212180 1.918502  0.110
13 H 3.247900 0.379577 0.605550  0.154

Cartesian forces (eV/Å) of the 6 atoms listed first:
-1.1 0.0 -2.1
0.5 0.3 0.8
-0.3 -0.2 -0.8
-0.6 -0.1 -0.5
1.3 0.2 -1.5
1.5 0.5 -0.2

- ΔE to the lowest compared entry with this formula, charge and spin (kcal per mole) = 48.3
- HOMO level (Ha) = -0.3297
- 2S+1 = 1
- molecular weight (g/mol) = 111.10
- frontier orbital gap (Ha) = 0.3630
- LUMO level (eV) = 0.906
- SMILES = [H]/N=C\Nc1cocn1